Record 1
200
Properties=species:S:1:pos:R:3 method="wB97M-V/def2-TZVPD" spin_multiplicity=2 relative_energy_kcal_mol=50.1 largest_force_ev_per_a=11.063 charge=-1 homo_lumo_gap_ev="3.410 / 3.891" e_homo_ha="-0.2399 / -0.2576" total_energy_ev=-320988.2852
S 0.8236 5.4419 2.4774
C -4.3021 -0.7914 6.8463
H -1.9408 7.1112 -0.2148
C 3.9862 4.9993 -4.1982
C 3.9460 -4.3239 -0.7599
C -2.5023 -4.9496 4.2315
C 0.5746 2.3546 -1.7238
H 6.9195 4.4403 -3.8404
F -1.7212 9.2446 -2.5220
H 1.3291 3.7547 -3.3113
N -5.6762 -0.5418 6.1956
O 0.1940 10.3470 -3.0919
O -1.1295 -0.2099 7.3950
H -7.1317 -0.7864 3.8364
H 1.1510 -4.6217 -3.4443
C -1.3078 0.5590 -0.0906
O 4.9243 6.7072 -2.8404
C -0.3818 -6.2052 2.6718
O 3.8101 -1.5600 2.0939
C 3.2816 -5.4845 -3.3972
O 2.5806 9.1246 -1.9472
O -0.1760 0.3405 5.0184
H -7.4937 0.7639 4.4033
H -3.7391 0.2406 -7.8799
N -2.3827 -3.9966 -3.7462
H -1.2508 2.3144 1.8108
C -1.0374 -6.9851 3.8108
C -2.2996 -4.7643 5.7015
H 6.4780 -3.4148 -2.0418
H -3.8839 -1.5980 6.2442
H 0.6048 -6.6106 2.4470
H -0.2506 1.8268 -2.2019
H -2.4953 -0.8092 -7.0650
N -6.4905 2.2375 -2.0829
C 4.1517 -6.3923 -4.3922
H 3.2621 -1.6316 -2.8193
C -0.2132 -4.7836 3.0057
N -1.4750 -4.1110 3.4728
C 0.8259 -4.4691 4.1826
C 5.0946 5.6266 -3.4587
F -6.7678 4.1349 -3.3247
O 0.6741 -1.4508 8.4708
N 0.4923 0.6044 -6.3529
F 5.9121 -0.3581 2.2256
N 4.0944 -4.1344 -3.3603
O 0.3115 7.4194 4.9271
H -0.3633 -6.9872 4.6673
H 4.2647 -5.9411 -5.3780
H 5.1869 -6.4323 -4.0536
F 1.3241 -1.2428 4.1433
C 2.8536 -5.3609 -0.9114
H -3.1413 -5.1150 6.2986
O 0.5743 4.9269 5.1813
C 0.2248 -4.1784 1.6500
H -1.0211 -0.1433 -0.8735
H 1.9109 0.4194 1.1930
S -0.1481 9.0040 -2.8062
F 0.0568 -1.3815 -5.4415
C -3.6606 4.8842 2.4604
C -1.4926 0.3844 2.3339
O -2.7393 -4.8419 -1.3128
O 6.2609 -4.4391 3.7923
S -5.6798 3.5050 -2.3378
N -2.7655 5.7966 1.5662
H -4.1097 -4.7457 2.7022
S -1.7115 -4.3877 -2.2144
F -1.6952 5.9908 5.1454
H 0.5830 -4.8859 5.1600
H -3.4748 3.8162 2.3468
F 6.3910 -4.7891 1.3748
O -3.8920 1.5457 -5.2853
O -5.2739 2.3626 0.4671
H -2.6260 6.1711 -1.6455
H 5.8088 -2.2575 -0.8846
C 3.1971 -6.2899 -2.0613
H -2.3577 0.5702 2.9704
S 5.0953 -1.6897 2.7295
O -1.6807 -2.7036 3.7069
H 0.1868 1.6654 2.6600
C 7.1280 5.2557 -1.9258
H 6.4099 5.4219 -1.1228
H -1.0635 1.0446 -6.7063
C -1.9432 6.1891 -0.7961
H 7.7384 4.3996 -1.6385
O 4.2201 -4.2736 2.3116
H -0.8751 -6.4486 1.7308
C -2.4495 5.2060 0.1719
F 0.3360 5.6408 0.9402
H 4.3015 4.6681 -5.1877
F -6.3846 0.5911 -0.3790
S -0.1788 6.0530 4.5756
O -2.1918 -1.6582 -2.8887
N -0.6597 5.8069 3.2002
O 1.1375 4.0323 2.4371
H 1.8554 -5.0092 -1.1721
H 2.1014 -2.7628 -2.0038
S 5.6385 -3.9177 2.5247
H 3.2493 -1.6150 -1.1562
H -0.4206 -4.5029 0.8337
H -1.8867 5.9087 2.0510
H -0.2216 3.0907 0.1988
H -1.9746 1.3415 -0.4525
H 1.9235 4.0008 -1.6726
H -1.9082 3.5535 -4.7793
S -0.3576 -1.4186 7.4033
H 7.7217 6.0621 -2.3564
S 1.2986 -0.3741 -5.4920
C -2.4733 -6.4886 3.9897
H -0.8624 -0.3108 2.8885
H 4.1790 -6.6906 -1.8094
H 3.9299 -7.4587 -4.4321
O -4.3725 -2.8766 -2.5655
N 6.3137 4.6820 -3.0693
H -4.7904 -4.9125 4.2499
O -4.4786 3.4832 -3.1299
O 5.2081 -1.5080 4.1545
O -0.6009 -3.5729 -1.7752
S 0.7910 -0.6552 5.5106
C 3.0921 -2.3087 -1.9822
C 5.6162 -2.7860 -1.8183
C 1.0380 3.7599 -2.2609
H -6.1579 -1.4156 6.3527
N 0.3074 8.5939 -1.2053
H -0.9017 6.1273 -1.1116
H -1.1666 -8.0589 3.6745
H -3.6295 5.0830 3.5317
H 0.5709 -0.8631 1.0656
H -0.6906 2.2335 -4.8637
H -6.4112 0.6920 2.9913
O -5.7250 4.5092 -1.3081
H -4.0879 -3.3807 3.7227
O 1.4948 -0.0352 -4.0952
H 3.5798 4.2931 -3.4742
H 3.6860 -3.7489 0.1290
C -3.9395 -4.4604 3.7403
N -0.0211 1.0969 0.4718
C -2.6893 1.7182 -5.5434
H -4.5789 -1.2442 7.7984
H -2.3421 -3.6877 5.8668
H 1.4812 1.7839 -1.9249
C -5.3925 -0.0927 4.7551
H 1.2444 -4.5267 1.4856
H 1.7245 -4.9543 3.8015
H -1.3810 -5.0605 6.2081
H -3.0760 0.2125 0.9104
S -3.0920 -2.7730 -3.2390
H -1.8524 2.3095 -3.6062
C 1.8780 -5.2001 -4.0143
O -2.5998 3.9894 -0.0832
H 2.4497 -7.0826 -2.0935
C 0.5173 2.3761 -0.1637
H 2.0295 -4.5902 -4.9049
H 5.8842 3.8916 -2.6102
H 0.2920 4.5261 -2.0499
N 0.0318 -2.0681 6.1755
O 1.7851 6.7739 -2.0599
F 2.0141 7.7089 -0.0852
S -5.3067 1.7447 -0.8671
H -1.9947 0.1047 -8.4706
H -6.2035 0.1568 6.6995
H -3.7259 0.1155 7.0298
O -0.2017 7.9700 -3.8442
O 2.3322 2.2545 -5.4615
H 3.2118 5.7554 -4.3275
F -3.6487 -2.2410 -4.6443
C -1.7351 2.4824 -4.6760
C 4.2043 -3.4035 -2.0286
O -4.1684 0.9751 -1.3550
C 1.0973 -0.0208 0.6165
C -2.0518 -0.1319 1.0535
H -3.1705 6.7030 1.3802
S 1.6312 8.1107 -1.6305
O 2.2816 -1.2461 -6.1528
H -3.0721 -7.0119 4.7352
O 4.4264 -3.4799 -4.5684
H 5.8109 -1.9252 -2.4580
H 1.3785 -0.3102 -0.3960
S 1.8193 1.5629 -6.6336
O 2.7750 1.1258 -7.6983
H 1.4517 2.5713 0.3625
O -4.2698 -0.0136 4.2457
H -4.6637 5.0800 2.0814
H 0.2424 -3.0907 1.7187
H 1.0111 -3.4060 4.3357
H 1.3182 -6.0748 -4.3454
H -1.8410 2.1417 -7.3449
F -1.5818 -2.4081 7.7974
C -6.6883 0.2053 3.9264
F -1.0860 -5.8057 -2.6330
O 2.0112 -0.1831 6.1371
H 2.8279 -5.9318 0.0168
N 6.2437 -2.6491 2.0544
C -0.5584 1.4760 1.8874
F 1.0468 2.6811 -7.4931
H -2.0836 -1.2177 0.9636
O 1.9057 6.4233 2.4537
N -2.0344 1.2895 -6.8386
H -2.9502 -6.7586 3.0475
H 4.8676 -4.8820 -0.5953
C -2.6872 0.1036 -7.6289

Record 2
24
Properties=species:S:1:pos:R:3 method="wB97M-V/def2-TZVPD" relative_energy_kcal_mol=112.6 largest_force_ev_per_a=3.922 charge=+1 homo_lumo_gap_ev=7.286 e_homo_ha=-0.4316 total_energy_ev=-15460.6238
C -0.0442 0.2937 -0.5028
H 0.7769 2.2133 -0.6398
H 4.1541 -1.2660 0.0246
C 2.8674 -1.9361 2.0052
H -1.5371 3.2876 -0.5658
C 2.1432 -0.7322 0.0090
H -3.3458 -0.7334 -0.5054
N 3.3716 -0.8592 -0.4937
H 1.0785 -0.8415 1.7172
N 1.2196 -0.2523 -0.7117
C -2.4688 1.2273 -0.6204
C -1.5128 2.2132 -0.5048
H 2.4037 -2.1130 3.0061
H 3.5365 -0.6375 -1.4247
N -5.5559 2.0348 -1.0410
C -2.5122 -0.0890 -0.5702
C -1.1672 -0.6062 -0.4012
H 3.9057 -1.4540 2.0211
H 3.0413 -2.8789 1.4384
H -6.4646 2.0294 -1.4816
N 2.0262 -1.0385 1.3205
H -1.2063 -1.5479 -0.9366
C -0.2119 1.7522 -0.4908
C -4.4979 1.9345 -0.6515